1.
Computed, not measured: a molecular structure, C28H64F3N8O10STl, with ωB97M-V/def2-TZVPD.

Last column: Löwdin charge in e.
Cartesian coordinates (Å):
Tl -1.629 5.334 -0.816  1.11
S -1.000 1.263 -0.198  0.52
F 0.675 -0.827 0.404  0.11
F 1.614 1.214 0.409  0.12
F 0.468 0.556 2.069  0.12
O 6.656 1.007 0.337  0.10
O -3.675 3.390 -1.538  -0.01
O -2.250 0.722 0.335  -0.31
O 1.933 -0.338 4.682  0.04
O -0.891 3.753 -3.208  -0.11
O -3.205 4.207 1.397  -0.10
O -0.799 0.848 -1.573  -0.33
O -0.971 2.698 -0.024  -0.38
O -0.767 -3.780 -2.499  0.07
O 0.537 5.105 1.340  -0.03
N -3.987 2.236 2.105  0.05
N -0.480 4.264 3.186  0.07
N 0.518 -2.082 4.152  0.02
N -4.022 1.581 -2.522  0.06
N -0.687 4.162 -5.415  0.03
N 4.521 0.417 -0.053  0.04
N -0.361 -1.620 -2.626  0.05
N 2.505 -5.222 0.080  -0.01
C 5.569 0.585 0.747  -0.53
C -4.128 1.266 3.190  -0.05
C 1.402 -2.897 3.269  -0.04
C 2.122 -4.196 -0.953  -0.18
C -1.942 -2.353 -0.932  0.04
C 5.457 0.234 2.202  0.03
C -0.843 3.283 -4.376  -0.44
C 2.841 -2.881 -0.758  -0.05
C 0.895 -1.001 4.818  -0.61
C -6.005 3.063 -1.948  0.04
C 0.544 -1.572 -3.757  -0.02
C -4.299 4.290 3.546  0.03
C -4.522 2.640 -1.935  -0.51
C 1.686 -6.415 0.346  -0.19
C 1.940 4.063 2.899  0.02
C 0.546 0.474 0.730  -0.57
C -4.673 0.784 -3.477  -0.06
C -3.811 3.551 2.297  -0.47
C 4.164 -5.958 -1.640  -0.05
C 0.203 -6.077 0.585  -0.05
C -0.678 3.212 4.179  -0.04
C -0.889 1.735 -4.686  0.00
C 3.900 -5.616 -0.207  -0.21
C 0.630 4.517 2.429  -0.51
C -1.009 -2.664 -2.097  -0.53
C -0.112 -0.611 5.800  -0.01
C 4.620 0.470 -1.527  -0.04
C -0.246 3.767 -6.772  -0.05
H -3.602 1.746 1.310  0.08
H 2.744 -2.615 0.295  0.07
H 0.298 2.790 4.420  0.08
H 3.748 0.686 -2.144  0.08
H 1.719 -2.449 2.327  0.05
H 4.204 -6.374 0.515  0.13
H 1.421 -1.033 -3.397  0.09
H 1.677 -7.209 -0.400  0.15
H 4.060 -5.168 -2.383  0.08
H -3.031 1.401 -2.435  0.12
H 1.918 3.995 3.986  0.09
H -6.313 3.603 -2.844  0.10
H 3.644 0.136 0.361  0.10
H 5.932 0.959 2.863  0.10
H 5.282 1.281 -1.830  0.09
H -0.403 -2.488 4.237  0.14
H -4.731 3.583 4.254  0.07
H -4.111 0.291 2.703  0.10
H 2.364 -2.042 -1.264  0.06
H 0.131 -5.300 1.347  0.07
H -2.960 -2.593 -1.241  0.09
H -1.349 2.425 3.835  0.07
H -1.138 3.826 -7.396  0.09
H -0.171 -5.739 -0.381  0.07
H 5.816 -0.779 2.383  0.10
H -1.948 -1.276 -0.764  0.03
H 0.159 1.437 -4.693  0.08
H -0.656 -0.709 -2.304  0.06
H 0.222 0.369 6.141  0.09
H -1.164 3.728 5.007  0.10
H -1.480 1.146 -3.985  0.04
H 2.290 -2.990 3.894  0.09
H -5.753 0.928 -3.438  0.09
H -0.001 -1.294 6.643  0.10
H 2.225 -4.627 -1.949  0.13
H 1.064 -3.930 3.186  0.07
H -6.693 2.224 -1.852  0.08
H 2.755 4.735 2.628  0.11
H -1.357 1.454 -5.630  0.08
H -3.480 1.497 4.036  0.08
H 0.193 2.774 -6.868  0.08
H 1.039 -4.141 -0.841  0.09
H -6.190 3.662 -1.056  0.09
H 5.103 -0.466 -1.809  0.09
H -5.115 1.430 3.623  0.09
H 2.093 3.046 2.540  0.09
H 0.415 4.539 -7.167  0.09
H -1.387 4.603 2.898  0.11
H -1.727 -2.931 -0.034  0.09
H -5.058 5.003 3.225  0.10
H -4.497 0.947 -4.540  0.10
H -0.277 -7.028 0.813  0.09
H -3.568 4.891 4.088  0.09
H -0.919 5.137 -5.287  0.15
H 2.076 -6.903 1.239  0.13
H 0.774 -2.590 -4.069  0.09
H 5.067 -6.535 -1.842  0.10
H 4.387 0.330 2.388  0.07
H 3.322 -6.601 -1.895  0.08
H -1.110 -0.550 5.366  0.09
H 3.873 -2.797 -1.099  0.08
H -4.454 -0.243 -3.186  0.10
H 4.500 -4.743 0.048  0.12
H 0.064 -1.034 -4.574  0.08

The calculation puts the energy above the lowest of the compared OMol25 structures with the same formula, charge and spin at 1.379 eV. As for the lowest unoccupied orbital energy: -11.5 eV. The charge is +2. The value obtained for the orbital gap is 1.558 eV. The energy is -3165.2988 Eh.

***

2.
Computed, not measured: 5 unconnected molecules or ions with the total composition C28H66BN4O14PS, with ωB97M-V/def2-TZVPD.

Last column: Löwdin charge in e.
Cartesian coordinates (Å):
S -0.798 1.568 1.370  0.87
P -1.848 4.838 1.596  0.54
O 0.129 7.838 -3.741  0.11
O -1.278 -4.307 2.703  -0.18
O -0.899 -3.780 -4.244  -0.20
O -0.218 2.319 5.569  -0.19
O -1.081 6.047 -3.170  -0.01
O -0.055 -1.702 3.377  -0.20
O -4.164 2.211 -1.819  0.11
O -1.841 1.934 8.002  -0.19
O -1.264 -4.756 -1.486  -0.21
O 3.013 -5.178 -6.094  -0.19
O -0.348 0.179 -2.367  0.12
O 2.610 -7.876 -5.015  -0.19
O -0.793 6.057 1.471  -0.15
O -3.263 5.562 1.357  -0.14
N -3.202 3.230 0.020  0.08
N -1.735 4.066 2.922  -0.15
N 4.638 2.758 -0.279  0.00
N -1.599 1.693 -3.874  0.19
C 3.445 3.879 1.657  -0.20
C -0.900 2.710 8.716  -0.12
C -3.202 2.381 -1.099  -0.44
C -1.190 -1.394 4.162  -0.12
C 0.604 1.238 5.964  -0.11
C -1.839 1.756 -1.173  -0.12
C -1.607 2.012 5.578  -0.21
C -2.024 -3.643 1.694  -0.10
C 2.156 -4.697 -5.073  -0.11
C 3.723 -7.480 -5.799  -0.21
C -2.298 2.551 6.807  -0.20
C 1.412 3.662 0.182  -0.19
C 2.252 3.006 1.284  -0.23
C -0.966 2.599 -0.176  -0.56
C 4.050 -6.015 -5.616  -0.21
C 0.108 -4.021 2.656  -0.21
C -1.867 3.889 0.002  -0.38
C -1.888 4.971 -1.154  -0.08
C -1.291 -2.977 -3.140  -0.19
C 1.398 -7.948 -5.741  -0.11
C 0.493 2.731 -0.626  -0.22
C -0.379 -5.826 -1.768  -0.10
C 0.517 -2.967 3.662  -0.20
C 4.581 3.930 0.612  -0.27
C -0.342 7.128 -2.900  -0.36
C -0.733 -3.483 -1.831  -0.20
C -1.900 -4.679 -4.681  -0.10
C -0.869 4.925 -2.276  -0.14
B -1.227 1.239 -2.541  -0.58
H -0.920 4.343 3.460  0.02
H 0.401 -3.704 1.649  0.12
H -0.296 6.083 0.647  0.05
H 0.590 -8.034 -5.016  0.09
H 1.603 1.635 6.140  0.09
H 5.463 2.204 -0.109  0.06
H -1.758 0.930 5.504  0.10
H 5.538 4.060 1.118  0.10
H -0.999 4.059 -2.910  0.11
H 0.360 -3.521 -1.871  0.13
H -1.389 3.553 9.218  0.09
H 0.859 4.479 0.639  0.08
H 0.242 0.770 6.883  0.09
H -1.017 -2.783 -1.040  0.12
H -2.685 -4.150 -5.234  0.09
H 3.543 -7.693 -6.857  0.13
H -1.852 -4.111 0.721  0.07
H -1.978 1.844 1.928  -0.12
H 0.658 0.482 5.172  0.08
H 0.479 0.322 -2.839  0.11
H 4.635 3.039 -1.247  0.06
H -3.993 3.862 -0.028  0.13
H 0.546 3.012 -1.675  0.09
H 0.435 -5.863 -1.037  0.09
H -3.370 2.346 6.725  0.13
H -0.218 7.347 -1.828  0.14
H 3.840 3.568 2.626  0.10
H -2.165 3.636 6.864  0.13
H -0.891 -1.974 -3.300  0.10
H 3.092 4.905 1.804  0.11
H 4.453 4.820 -0.008  0.10
H 0.920 1.726 -0.581  0.11
H 4.954 -5.779 -6.187  0.12
H -0.112 3.091 8.061  0.08
H -2.042 2.480 4.692  0.09
H 2.654 -3.915 -4.486  0.09
H -0.952 -6.750 -1.701  0.09
H 0.248 -3.292 4.673  0.13
H 0.152 4.981 -1.905  0.11
H 1.384 -8.830 -6.391  0.09
H -1.671 -0.527 3.711  0.08
H -1.425 -5.397 -5.349  0.08
H 0.640 -4.950 2.885  0.13
H -0.899 -1.143 5.188  0.08
H 1.635 2.909 2.177  0.09
H 4.581 -8.078 -5.474  0.12
H 1.841 -5.500 -4.402  0.07
H -1.467 0.949 -4.553  0.08
H 2.581 2.020 0.966  0.10
H -1.903 -2.222 4.183  0.09
H 0.043 -5.744 -2.773  0.07
H -2.002 0.799 -0.662  0.13
H 1.275 -4.271 -5.545  0.08
H -3.313 6.334 1.940  0.10
H -1.769 -2.580 1.643  0.08
H -3.078 -3.736 1.951  0.09
H 1.237 -7.052 -6.347  0.08
H -0.451 2.066 9.471  0.09
H -1.056 2.473 -4.229  0.07
H -1.780 5.966 -0.717  0.09
H -2.875 4.982 -1.615  0.14
H 4.255 -5.809 -4.560  0.13
H -2.351 -5.217 -3.844  0.09
H -2.382 -2.906 -3.086  0.13
H 2.102 4.127 -0.530  0.11
H 1.604 -2.847 3.622  0.13

As for the lowest unoccupied orbital energy: 0.0 eV. Its SMILES is N=P(O)(O)[C@]1(CCOC=O)NC(=O)[C@@H](B(N)O)[C@@]1(S)CCCCCN.COCCOC.COCCOC.COCCOC.COCCOC. The value obtained for the orbital gap is 8.455 eV. The energy is -3143.1681 Eh.

***

3.
Computed, not measured: 3 unconnected molecules or ions with the total composition C28H68N3P2, with ωB97M-V/def2-TZVPD.

Last column: Löwdin charge in e.
Cartesian coordinates (Å):
P -1.682 1.167 -1.893  0.81
P 0.037 2.410 -1.370  0.88
N 5.558 1.788 4.533  -0.20
N 3.053 2.461 -0.663  -0.01
N -3.581 -3.824 -4.441  -0.20
C -3.310 0.350 -4.075  -0.13
C -0.402 4.181 -0.996  -0.31
C -0.049 -0.111 2.871  -0.22
C 1.191 -1.722 1.238  -0.11
C 5.393 0.903 5.680  -0.25
C -2.550 0.374 3.271  -0.20
C -1.617 -4.134 -2.948  -0.09
C -1.140 -0.574 -1.474  -0.29
C 5.360 0.293 2.472  -0.08
C 1.017 -1.239 2.720  -0.24
C -3.327 2.102 1.387  -0.20
C -3.221 -4.922 -5.328  -0.25
C -1.886 4.358 -0.475  -0.25
C -2.007 4.299 1.077  -0.20
C -2.003 1.193 -3.732  -0.44
C -3.123 -3.940 -3.068  -0.28
C -1.511 -0.554 2.514  -0.19
C -4.956 -3.350 -4.551  -0.25
C -6.066 -4.235 -3.985  -0.08
C 4.806 1.421 3.346  -0.26
C -3.668 -6.333 -4.938  -0.08
C 6.060 -0.473 5.623  -0.09
C 6.936 2.196 4.312  -0.27
C 2.718 1.752 -1.902  -0.31
C 7.074 3.346 3.324  -0.09
C 1.423 2.303 -2.629  -0.30
C -1.984 2.835 1.685  -0.20
C -3.697 0.910 2.357  -0.19
H 0.562 1.866 -0.156  0.02
H -1.620 -1.587 2.911  0.11
H 6.043 -0.929 6.615  0.07
H -4.724 -6.498 -5.147  0.06
H 7.354 2.532 5.265  0.12
H 0.764 -2.097 3.370  0.11
H 6.459 4.197 3.623  0.08
H 2.045 -2.419 1.122  0.08
H -1.719 -0.567 1.429  0.08
H -2.153 2.236 -4.068  0.07
H -5.847 -4.583 -2.974  0.07
H 5.171 -0.688 2.907  0.05
H -6.258 -5.101 -4.618  0.06
H -2.022 -1.235 -1.391  0.04
H -1.295 -5.099 -3.341  0.07
H -6.998 -3.667 -3.936  0.07
H -2.132 -4.930 -5.432  0.10
H -3.018 -0.364 -4.864  0.08
H 0.175 0.778 2.239  0.08
H 3.777 1.173 3.629  0.10
H 2.626 3.377 -0.613  0.06
H -5.174 -3.136 -5.602  0.11
H 3.554 1.864 -2.619  0.11
H 5.532 -1.153 4.955  0.05
H 8.113 3.679 3.289  0.07
H 6.794 3.051 2.311  0.06
H -1.152 0.762 -4.300  0.07
H -1.181 2.249 1.180  0.06
H -3.377 -3.014 -2.539  0.10
H -1.177 4.864 1.556  0.11
H -3.110 -7.067 -5.523  0.08
H 0.330 4.536 -0.238  0.09
H -4.602 1.123 2.962  0.11
H 0.245 -2.211 0.931  0.07
H 4.863 0.309 1.496  0.06
H -3.990 0.054 1.705  0.10
H 2.835 1.890 0.142  0.05
H -1.077 -3.345 -3.477  0.07
H 7.564 1.360 3.975  0.10
H 1.086 1.610 -3.426  0.08
H 2.547 0.666 -1.741  0.11
H 1.653 3.316 -3.008  0.09
H -1.322 -4.097 -1.897  0.07
H -2.048 1.151 3.877  0.09
H -0.440 -0.935 -2.259  0.05
H -3.038 -0.301 4.010  0.11
H 4.325 0.771 5.877  0.11
H -3.586 -4.701 -6.335  0.12
H -1.775 2.972 2.760  0.11
H -3.629 -4.752 -2.529  0.10
H -2.603 3.706 -1.005  0.07
H -4.151 2.847 1.481  0.11
H 5.778 1.428 6.560  0.11
H -0.209 4.798 -1.898  0.09
H -2.153 5.398 -0.769  0.12
H -2.943 4.776 1.427  0.11
H -4.112 1.001 -4.458  0.08
H -3.602 -0.209 -3.167  0.05
H 6.432 0.390 2.290  0.07
H -0.564 -0.538 -0.531  -0.01
H 4.701 2.313 2.720  0.10
H 2.004 -0.852 3.053  0.09
H -3.484 -6.554 -3.885  0.07
H 7.103 -0.417 5.310  0.07
H -5.011 -2.376 -4.050  0.09
H 1.420 -0.833 0.609  0.05
H -3.388 1.750 0.337  0.05
H -0.016 0.229 3.928  0.11

The calculation puts the energy above the lowest of the compared OMol25 structures with the same formula, charge and spin at 0.892 eV. As for the lowest unoccupied orbital energy: -2.7 eV. The charge is +1. The value obtained for the orbital gap is 7.105 eV. The energy is -1954.3093 Eh.

***

4.
Computed, not measured: 6 unconnected molecules or ions with the total composition C28H68N8O6, with ωB97M-V/def2-TZVPD.

Last column: Löwdin charge in e.
Cartesian coordinates (Å):
O 4.716 0.313 -7.042  0.01
O -4.504 4.185 -1.593  -0.02
O 1.611 1.382 5.169  -0.01
O 0.548 -4.676 0.443  -0.15
O 3.582 1.473 -1.982  -0.19
O 0.065 -3.186 -3.975  0.01
N 0.843 -2.676 -6.056  0.17
N -3.855 2.979 -1.959  -0.10
N 3.078 0.180 -5.402  0.15
N 5.172 -0.253 -4.886  0.15
N 3.200 -1.268 -2.701  0.06
N 0.349 -1.017 -4.539  0.15
N 1.773 -4.348 3.324  0.03
N 0.553 0.697 4.532  -0.09
C -5.166 1.656 -0.194  -0.02
C 0.884 -3.560 -0.336  -0.12
C 2.918 2.287 -1.028  -0.09
C -5.954 1.985 -2.600  -0.04
C -0.365 -5.112 4.082  -0.07
C -4.004 0.574 -2.153  -0.14
C 0.804 0.531 3.075  -0.49
C -2.065 3.110 -0.198  -0.04
C -0.912 0.611 6.422  -0.05
C -1.746 0.587 2.717  -0.18
C 0.528 -5.034 2.831  -0.42
C -1.713 4.061 -2.534  -0.03
C -0.429 -0.034 2.372  -0.14
C -1.720 1.627 -2.067  -0.13
C 4.288 -1.908 -0.606  -0.06
C -0.992 2.663 5.003  -0.03
C -1.958 0.542 4.214  -0.13
C -0.142 -4.398 1.625  -0.22
C 4.339 0.057 -5.898  -0.68
C 1.278 1.856 2.425  -0.02
C -2.403 3.003 -1.666  -0.48
C -2.582 0.441 -1.652  -0.19
C 4.407 0.448 -1.445  -0.19
C -0.771 1.141 5.014  -0.50
C 0.453 -2.357 -4.798  -0.68
C -4.733 1.836 -1.657  -0.50
C 3.525 -0.800 -1.329  -0.42
C 1.913 -0.485 2.911  -0.05
H 2.670 -0.423 -2.930  0.04
H 3.107 0.017 -4.410  0.03
H 1.673 -3.873 -1.036  0.08
H 2.641 -0.507 -0.751  0.13
H -6.080 1.076 -0.066  0.08
H 1.905 0.719 5.802  0.11
H 2.207 0.337 -5.854  0.07
H -0.475 -1.097 2.656  0.11
H -2.521 4.038 0.172  0.09
H 2.806 -0.243 3.504  0.08
H -1.825 1.639 2.421  0.10
H 6.163 -0.334 -5.015  0.11
H -1.395 -5.192 3.718  0.07
H -5.318 2.636 0.267  0.09
H -0.214 -0.235 1.317  0.12
H -2.812 1.133 4.548  0.11
H 4.416 -1.786 0.470  0.08
H -0.057 0.716 7.092  0.08
H -6.665 1.181 -2.393  0.08
H 2.146 -4.981 4.023  0.07
H 1.681 1.724 1.422  0.05
H -4.430 4.706 -2.400  0.10
H -2.212 -0.450 4.598  0.12
H -0.633 3.025 4.032  0.06
H -2.543 0.097 2.153  0.11
H -0.999 3.042 -0.004  0.08
H 2.310 -0.583 1.901  0.07
H -1.836 0.968 6.885  0.09
H 4.702 0.667 -0.411  0.12
H -5.670 1.957 -3.648  0.08
H -2.497 0.235 -0.582  0.10
H -0.346 -4.382 4.887  0.07
H 1.170 -1.921 -6.628  0.09
H 0.250 -0.322 -5.250  0.09
H 0.850 -3.648 -6.300  0.11
H -0.296 3.189 5.662  0.08
H 1.664 -1.414 3.432  0.08
H 1.330 -2.654 0.084  0.07
H 2.496 -2.002 -2.721  0.07
H -0.784 1.434 -1.538  0.10
H -2.653 2.397 0.382  0.05
H -6.497 2.898 -2.352  0.08
H -0.077 -6.057 4.551  0.07
H -1.663 3.735 -3.574  0.08
H -1.052 -0.477 6.460  0.08
H -4.438 1.186 0.473  0.06
H 1.925 2.007 -0.666  0.06
H 3.627 2.426 -0.211  0.09
H -2.188 5.047 -2.545  0.08
H 5.341 0.263 -1.972  0.13
H -1.482 1.661 -3.133  0.10
H 0.817 -6.057 2.561  0.13
H 4.780 -0.540 -3.987  0.05
H -2.154 -0.452 -2.122  0.11
H 0.558 2.677 2.407  0.07
H 2.408 -4.400 2.526  0.07
H -0.691 4.330 -2.253  0.08
H 3.709 -2.827 -0.735  0.06
H -4.655 -0.274 -1.925  0.13
H 0.065 -3.361 -1.039  0.09
H 5.247 -2.068 -1.102  0.08
H 2.722 3.218 -1.562  0.09
H -2.001 3.050 5.112  0.09
H 2.097 2.271 3.019  0.08
H -0.098 -3.348 1.966  0.11
H -3.941 0.560 -3.245  0.12
H -1.215 -4.602 1.565  0.13
H 0.115 -0.865 -3.572  0.09

The calculation puts the energy above the lowest of the compared OMol25 structures with the same formula, charge and spin at 1.503 eV. As for the lowest unoccupied orbital energy: 0.3 eV. Its SMILES is CC1(C)CCCC(C)(C)N1O.CC1(C)CCCC(C)(C)N1O.COC[C@H](C)N.COC[C@H](C)N.NC(N)=O.NC(N)=O. The value obtained for the orbital gap is 8.875 eV. The energy is -1997.0009 Eh.

***

Question: Among the records above, which one has the lowest orbital gap?
Answer: C28H64F3N8O10STl